(1)
46
Properties=species:S:1:pos:R:3 method="wB97M-V/def2-TZVPD" s2=0.755 charge=+1 homo_ev="-10.85 / -10.85" lumo_ev="-3.223 / -4.606" multiplicity=2
Au 0.018 -0.230 0.010
O -0.508 -2.233 0.599
N -0.897 -3.024 -0.417
C -0.988 -4.341 -0.123
C -1.385 -5.237 -1.073
C -1.694 -4.767 -2.352
C -1.595 -3.427 -2.623
C -1.188 -2.522 -1.634
S -1.064 -0.826 -1.963
H -0.731 -4.585 0.895
H -1.451 -6.283 -0.818
H -2.003 -5.454 -3.126
H -1.824 -3.031 -3.602
N 1.706 -1.173 7.019
C 2.489 -1.728 8.010
C 2.358 -1.772 9.397
C 3.362 -2.419 10.083
C 4.460 -3.002 9.420
C 4.583 -2.950 8.051
C 3.576 -2.297 7.336
N 3.455 -2.088 5.975
C 2.343 -1.423 5.832
C 1.841 -0.996 4.525
C 0.626 -0.338 4.346
C 0.239 0.028 3.075
N 0.986 -0.221 1.993
C 2.147 -0.874 2.158
C 2.610 -1.263 3.393
H 0.854 -0.660 7.159
H 1.518 -1.326 9.912
H 3.308 -2.481 11.162
H 5.220 -3.498 10.008
H 5.423 -3.396 7.536
H -0.032 -0.110 5.173
H -0.698 0.543 2.909
H 2.718 -1.073 1.261
H 3.554 -1.778 3.499
N 0.602 1.905 -0.596
C 0.455 2.351 -1.740
N 0.382 2.762 -2.854
C -0.171 3.718 -3.585
N -0.646 4.527 -4.247
Cl 1.524 3.070 2.297
Ge 1.931 2.860 0.283
Cl 3.710 1.818 -0.110
Cl 1.842 4.748 -0.618



(2)
43
Properties=species:S:1:pos:R:3 method="wB97M-V/def2-TZVPD" charge=-2 homo_ev=-1.39 lumo_ev=4.776 multiplicity=1
C -3.621 -3.171 -0.094
C -2.927 -2.904 -1.422
N -3.268 -1.714 -1.959
C -2.931 -1.321 -3.208
C -3.280 0.136 -3.497
O -2.401 -1.991 -4.101
O -2.130 -3.744 -1.864
H -4.263 -2.340 0.207
H -4.218 -4.085 -0.172
H -2.873 -3.353 0.685
H -3.925 0.561 -2.726
H -2.362 0.729 -3.556
H -3.766 0.215 -4.474
O -0.094 -3.581 1.582
C 0.119 -2.499 1.226
Co 0.338 -0.770 0.893
C -0.754 -0.130 -0.302
O -1.510 0.385 -1.005
C -0.277 -0.079 2.366
O -0.649 0.479 3.315
C 1.802 0.578 0.629
C 1.432 1.954 0.880
C 0.463 2.663 0.126
C -0.139 3.786 0.689
C 0.299 4.281 1.925
C 1.356 3.660 2.589
C 1.961 2.534 2.046
C 2.808 -0.243 1.260
C 3.205 -0.542 2.511
Co 2.650 -0.518 -0.462
C 4.382 -0.157 -0.717
O 5.501 0.123 -0.830
C 1.880 0.004 -1.972
O 1.446 0.349 -2.987
C 2.671 -2.324 -0.570
O 2.762 -3.458 -0.765
H 0.199 2.325 -0.881
H -0.954 4.289 0.163
H -0.175 5.162 2.357
H 1.727 4.040 3.536
H 2.804 2.048 2.530
H 4.008 -1.265 2.662
H 2.704 -0.111 3.387



(3)
47
Properties=species:S:1:pos:R:3 method="wB97M-V/def2-TZVPD" charge=-1 homo_ev=-3.09 lumo_ev=0.776 multiplicity=1
Cs 0.406 1.813 -1.509
S 5.244 4.100 2.744
C 4.617 3.574 1.281
S 3.859 4.563 0.115
C 3.424 3.355 -1.092
C 3.742 2.067 -0.739
S 3.448 0.539 -1.542
S 4.644 1.946 0.767
S 2.694 4.000 -2.523
Se -5.053 -5.247 -1.386
N -5.370 -3.499 -1.567
C -4.211 -2.907 -1.646
C -4.050 -1.464 -1.793
C -5.144 -0.602 -1.839
C -4.921 0.748 -1.968
C -3.602 1.193 -2.046
N -2.555 0.392 -2.006
C -2.762 -0.925 -1.881
C -1.569 -1.807 -1.826
N -0.371 -1.225 -1.925
C 0.715 -1.977 -1.849
C 0.670 -3.362 -1.680
C -0.558 -3.974 -1.592
C -1.710 -3.189 -1.665
C -3.047 -3.765 -1.578
N -3.280 -5.041 -1.442
H -6.143 -1.012 -1.769
H -5.738 1.455 -2.001
H -3.390 2.253 -2.138
H 1.662 -1.449 -1.914
H 1.589 -3.928 -1.619
H -0.655 -5.044 -1.464
C 3.107 1.187 4.040
N 1.857 1.144 3.308
C 0.856 2.184 3.446
C -0.005 1.949 2.198
O -1.035 2.543 1.942
N 0.586 0.974 1.438
C 1.679 0.589 2.085
N 2.525 -0.321 1.574
H 2.885 1.405 5.085
H 3.793 1.953 3.662
H 3.592 0.212 4.011
H 1.308 3.180 3.419
H 0.264 2.082 4.356
H 2.562 -0.322 0.547
H 3.445 -0.337 1.982



(4)
49
Properties=species:S:1:pos:R:3 method="wB97M-V/def2-TZVPD" charge=+2 homo_ev=-15.31 lumo_ev=-9.501 multiplicity=1
Mo -0.901 0.662 -0.478
C -2.423 -1.456 -2.776
N -1.436 -1.406 -1.664
C -0.114 -1.822 -2.204
C 0.970 -1.480 -1.207
N 0.820 -0.042 -0.872
C 2.028 0.708 -0.825
C 3.025 0.363 0.082
F 2.809 -0.657 0.914
C 4.214 1.064 0.144
F 5.141 0.727 1.019
C 4.420 2.138 -0.717
F 5.547 2.810 -0.669
C 3.435 2.503 -1.625
F 3.624 3.523 -2.442
C 2.251 1.787 -1.670
F 1.305 2.135 -2.550
C -1.895 -2.388 -0.629
C -2.595 -1.620 0.469
N -1.689 -0.511 0.784
C -1.151 -0.351 2.087
C -1.481 0.761 2.864
F -2.301 1.686 2.368
C -0.962 0.929 4.134
F -1.273 1.997 4.844
C -0.106 -0.034 4.655
F 0.395 0.124 5.855
C 0.226 -1.163 3.909
F 1.034 -2.073 4.410
C -0.296 -1.308 2.641
F 0.020 -2.384 1.920
H -2.484 -2.476 -3.158
H -3.406 -1.157 -2.419
H -2.120 -0.820 -3.602
H -0.116 -2.890 -2.436
H 0.058 -1.271 -3.129
H 0.907 -2.071 -0.294
H 1.955 -1.641 -1.645
H -2.540 -3.141 -1.082
H -1.031 -2.893 -0.205
H -3.557 -1.216 0.146
H -2.758 -2.231 1.355
S 0.605 4.484 1.590
C 0.103 3.230 0.885
N -0.316 2.218 0.319
I -3.490 1.725 -1.295
C -1.609 1.499 -2.248
H -1.149 2.476 -2.377
H -1.694 0.955 -3.175



Let's list energy relative to the best compared isomer or geometry (same formula, charge and spin) in order: 0.0 0.0 0.0 0.4 kcal per mole.